No. 1
Molecular formula: C3H14O4
Method: DFT, ωB97M-V with the def2-TZVPD basis set

The geometry in ORCA input format:
```
! wB97M-V def2-TZVPD RIJCOSX def2/J DEFGRID3
* xyz 0 1
C 0.6698 -0.0438 1.0223
C 1.7655 0.4696 -0.0177
C 2.9060 -0.5932 -0.0150
O 1.1872 0.3872 -1.4815
H 1.2325 -0.5575 1.9057
H 0.2159 0.8658 1.3634
H -0.1414 -0.7208 0.5016
H 2.1460 1.5070 0.2201
H 2.5812 -1.5846 -0.2508
H 3.8651 -0.2562 -0.4977
H 2.8680 -0.7162 1.0469
H 1.4972 1.0993 -2.0817
H -4.4894 2.4928 3.3346
H -5.8799 2.0737 3.8315
O -5.4524 2.5172 3.1312
H 1.5759 -1.5752 -3.8704
H 0.6411 -2.3850 -3.1002
O 0.6561 -1.5507 -3.6003
H -1.8854 -0.3771 -0.2773
H -3.3542 -0.2713 -0.3788
O -2.6047 -0.7810 -0.7861
*
```

Values from the calculation:
LUMO level = 0.0189 Ha
Relative energy (zero: lowest compared OMol25 entry of this formula, charge and spin) = 58.5 kcal per mole
SMILES = CC(C)O.O.O.O
M = 114.14 g/mol

---

No. 2
Molecular formula: C3H14O4
Method: DFT, ωB97M-V with the def2-TZVPD basis set

The geometry in ORCA input format:
```
! wB97M-V def2-TZVPD RIJCOSX def2/J DEFGRID3
* xyz 0 1
C -0.7231 -0.1322 -1.0647
O 0.6623 -0.2695 -0.9010
C -1.1986 -1.6074 -1.1055
C -2.8042 -1.4107 -1.0268
H -1.1393 0.3579 -0.1769
H -0.9483 0.3926 -2.0670
H 0.8727 -0.8789 -0.2219
H -0.8696 -2.1955 -1.9735
H -0.9316 -2.2014 -0.2909
H -3.2348 -1.3178 -1.8791
H -3.2006 -2.4798 -0.7300
H -3.0666 -0.6180 -0.2964
H 0.1749 1.8296 2.6779
H 0.9990 1.9024 1.4068
O 1.0080 1.5903 2.3095
H 1.0603 1.5166 -0.6003
H 1.7443 2.8834 -0.7084
O 1.1292 2.3326 -0.2606
H 2.2368 -1.3880 1.5672
H 1.3618 -0.0879 1.6883
O 1.3625 -1.0051 1.4504
*
```

Values from the calculation:
LUMO level = 0.0292 Ha
Relative energy (zero: lowest compared OMol25 entry of this formula, charge and spin) = 38.6 kcal per mole
SMILES = CCCO.O.O.O
M = 114.14 g/mol

---

No. 3
Molecular formula: C3H14O4
Method: DFT, ωB97M-V with the def2-TZVPD basis set

The geometry in ORCA input format:
```
! wB97M-V def2-TZVPD RIJCOSX def2/J DEFGRID3
* xyz 0 1
C -0.7015 3.1648 1.9261
C -0.3835 2.3068 0.7322
C 1.1190 1.7904 0.7899
O -1.1979 1.1455 0.6641
H -1.0315 2.4915 2.7314
H 0.1270 3.6615 2.4271
H -1.5293 3.8634 1.7935
H -0.5160 2.8839 -0.1864
H 1.5982 1.9724 1.7458
H 0.9639 0.7131 0.7466
H 1.5790 1.9880 -0.1764
H -1.7721 1.0700 1.4182
H -1.1927 -0.4291 -3.3410
H -1.2992 -1.7073 -4.0910
O -1.5060 -1.3474 -3.2445
H 2.1138 -3.6721 1.3705
H 1.2945 -2.9746 0.3609
O 2.1187 -2.8654 0.8224
H -0.1711 -5.4036 -2.2246
H 0.0355 -3.9631 -2.3862
O 0.3510 -4.6888 -1.8784
*
```

Values from the calculation:
LUMO level = 0.0198 Ha
Relative energy (zero: lowest compared OMol25 entry of this formula, charge and spin) = 33.2 kcal per mole
SMILES = CC(C)O.O.O.O
M = 114.14 g/mol

---

No. 4
Molecular formula: C3H14O4
Method: DFT, ωB97M-V with the def2-TZVPD basis set

The geometry in ORCA input format:
```
! wB97M-V def2-TZVPD RIJCOSX def2/J DEFGRID3
* xyz 1 2
O -0.7856 -2.0678 0.4692
H -1.5212 -1.6574 0.0086
H -0.1298 -2.1643 -0.2253
H -0.5012 -1.4724 1.1665
C 1.9325 1.7038 0.5930
C 0.5395 1.3838 1.2426
C -0.6214 1.6957 0.2850
O 0.5109 0.0905 1.7857
H 2.8015 1.7694 1.2477
H 1.9839 2.6250 0.0126
H 2.2596 0.8686 -0.0264
H 0.4888 2.1801 1.9853
H -0.7377 0.9314 -0.4835
H -0.3590 2.6975 -0.0551
H -1.5311 1.7963 0.8769
O -2.7473 -1.6448 -1.2547
H -3.6775 -1.8502 -1.1608
H -2.6486 -1.3931 -2.1729
O 1.2600 -1.9284 -1.2319
H 1.9290 -1.2886 -0.9883
H 1.5546 -2.2749 -2.0741
*
```

Values from the calculation:
LUMO level (spin up / spin down) = -0.1132 / -0.2143 Ha
Relative energy (zero: lowest compared OMol25 entry of this formula, charge and spin) = 0.0 kcal per mole
M = 114.14 g/mol
⟨S²⟩ = 0.755

---

No. 5
Molecular formula: C3H14O4
Method: DFT, ωB97M-V with the def2-TZVPD basis set

The geometry in ORCA input format:
```
! wB97M-V def2-TZVPD RIJCOSX def2/J DEFGRID3
* xyz 1 2
C -1.0530 -1.2461 0.0490
C -0.5674 -1.0752 1.4013
C 0.7106 -1.5315 1.7594
H -0.2536 -1.5354 -0.6440
H -1.8690 -1.9415 -0.1576
H -1.3747 -0.2791 -0.3862
H -1.2868 -0.5273 1.9997
H 1.1672 -1.3675 2.7256
H 1.2924 -1.9990 0.9729
H 2.0218 -0.8811 -0.6166
H 1.8273 -0.5845 -1.9884
O 1.9378 -1.3810 -1.4428
H -1.2158 1.3799 -0.8391
H -2.7333 1.4424 -1.2226
O -2.0517 1.8198 -0.6579
H 0.8089 1.7255 -2.3893
H 1.2571 2.2430 -0.9917
O 1.1956 1.4542 -1.5469
H -0.7306 1.5092 1.4331
H 0.7233 0.9991 1.1731
O 0.1938 1.7762 1.3689
*
```

Values from the calculation:
LUMO level (spin up / spin down) = -0.2070 / -0.3459 Ha
Relative energy (zero: lowest compared OMol25 entry of this formula, charge and spin) = 40.6 kcal per mole
M = 114.14 g/mol
⟨S²⟩ = 0.753

---

No. 6
Molecular formula: C3H14O4S
Method: DFT, ωB97M-V with the def2-TZVPD basis set

The geometry in ORCA input format:
```
! wB97M-V def2-TZVPD RIJCOSX def2/J DEFGRID3
* xyz 0 1
C 0.3342 -2.2200 0.6471
O -0.1407 -1.2570 1.4833
C 1.4497 -1.6379 -0.2217
C 1.1701 -0.2524 -0.7553
S 0.1220 0.1686 -2.1367
H 0.8761 -2.9240 1.3744
H -0.4997 -2.6361 0.0934
H -0.8712 -0.5657 1.0097
H 2.3128 -1.6097 0.3865
H 1.6308 -2.4386 -1.0333
H 2.1340 0.2499 -0.9737
H 0.8415 0.2622 0.1552
H -0.5654 -0.9721 -2.3628
H -0.5160 1.7463 -0.8379
H -1.4291 2.9568 -0.6005
O -1.0617 2.2162 -0.1386
H -1.8268 0.9760 0.4042
H -2.6178 -0.0845 1.5736
O -2.1765 0.1178 0.7323
H 0.6708 1.0003 2.3274
H 0.0641 2.2777 1.7128
O 0.8938 1.8888 2.0402
*
```

Values from the calculation:
LUMO level = 0.0121 Ha
Relative energy (zero: lowest compared OMol25 entry of this formula, charge and spin) = 29.3 kcal per mole
SMILES = OCCCS.O.O.O
M = 146.21 g/mol

---

No. 7
Molecular formula: C3H14O5
Method: DFT, ωB97M-V with the def2-TZVPD basis set

The geometry in ORCA input format:
```
! wB97M-V def2-TZVPD RIJCOSX def2/J DEFGRID3
* xyz 0 1
C -0.3834 -0.0534 1.3528
O 0.9269 0.4733 1.1129
C -0.5588 -1.2186 0.3616
C -2.0661 -1.4667 0.2384
O -2.6618 -0.5069 -0.6229
H -0.5921 -0.2740 2.4047
H -1.1353 0.7154 1.1706
H 1.0162 1.3500 1.5038
H -0.2104 -0.9362 -0.6174
H -0.1055 -2.0219 0.9263
H -2.3820 -2.4902 0.0143
H -2.5783 -1.2555 1.1848
H -2.1738 -0.3152 -1.4277
H 3.2270 0.8837 -0.6076
H 1.7587 0.8648 -0.3062
O 2.3911 1.1769 -0.9951
H -0.4856 2.0711 -0.1677
H -0.7380 3.6137 0.0558
O -0.8686 2.7323 0.4170
H 2.6542 -0.2890 -1.8994
H 2.1493 -1.7973 -2.2597
O 2.8163 -1.2563 -1.8395
*
```

Values from the calculation:
LUMO level = 0.0174 Ha
Relative energy (zero: lowest compared OMol25 entry of this formula, charge and spin) = 31.7 kcal per mole
SMILES = OCCCO.O.O.O
M = 130.14 g/mol

---

No. 8
Molecular formula: C3H14O5
Method: DFT, ωB97M-V with the def2-TZVPD basis set

The geometry in ORCA input format:
```
! wB97M-V def2-TZVPD RIJCOSX def2/J DEFGRID3
* xyz 0 1
C -0.7484 -1.1087 3.1751
C -0.0791 -1.2955 2.0854
O -0.3232 -0.6252 0.8520
C 0.9298 -2.2103 1.8616
H -0.3715 -1.5638 4.1251
H -1.5647 -0.5763 3.4681
H -0.9995 -0.0160 0.8496
H 1.9072 -1.8800 1.2331
H 1.2606 -2.7812 2.7637
H 0.6063 -2.9363 1.1244
H -3.4091 3.8809 -1.4079
H -3.9500 2.7218 -0.4036
O -3.2512 3.3506 -0.6563
H 5.4008 -1.4682 0.1088
H 4.7680 -2.7514 -0.1299
O 5.1590 -2.1037 -0.6731
H -1.2780 5.4934 -3.5922
H -1.5704 4.0385 -2.9572
O -1.5366 5.0773 -2.7920
H -0.0642 -1.1907 -2.3642
H -0.5561 -0.5947 -3.4622
O -0.3296 -1.4606 -3.2083
*
```

Values from the calculation:
LUMO level = 0.0081 Ha
Relative energy (zero: lowest compared OMol25 entry of this formula, charge and spin) = 69.1 kcal per mole
SMILES = C=C(C)O.O.O.O.O
M = 130.14 g/mol